1.
C25H19ClLiN5OS as an isolated structure at a distorted geometry, computed with ωB97M-V with the def2-TZVPD basis set.

Element x y z (Å)
Li: 1.084811 0.347368 0.629553
Cl: -4.894789 2.919968 2.752853
C: -3.295189 2.254468 2.560953
C: -2.932589 1.141668 3.335753
C: -1.692189 0.600568 3.193553
C: -0.717389 1.123568 2.282753
O: 0.428711 0.610768 2.240053
C: -1.155989 2.208568 1.435853
C: -0.420789 2.608368 0.292553
N: 0.728211 2.121968 -0.032947
C: 1.385011 2.396368 -1.196947
C: 1.125311 3.448568 -2.065347
C: 1.875811 3.637668 -3.227347
C: 2.915711 2.806468 -3.546947
C: 3.232011 1.732568 -2.694947
C: 4.288911 0.842768 -2.962947
C: 4.543111 -0.181132 -2.093447
C: 3.723811 -0.317032 -0.964847
N: 2.724011 0.480268 -0.691947
C: 2.462111 1.507568 -1.518047
C: -2.435289 2.766768 1.627853
H: -3.642889 0.723368 4.035453
H: -1.392889 -0.267732 3.765153
H: -0.940189 3.310368 -0.370547
H: 0.334011 4.151768 -1.849447
H: 1.624911 4.452868 -3.889047
H: 3.504811 2.950568 -4.441847
H: 4.883011 0.978868 -3.855247
H: 5.341911 -0.885032 -2.262647
H: 3.903511 -1.124932 -0.268147
H: -2.749289 3.597068 1.009653
C: -4.234689 -0.318032 0.055853
N: -3.342689 -1.442032 0.081253
C: -3.611789 -2.691332 0.580853
C: -2.466989 -3.400432 0.583753
N: -1.457889 -2.579132 0.100353
C: -2.016189 -1.360832 -0.221547
S: -1.292189 -0.118232 -1.017547
C: -0.096189 -2.838032 0.286653
C: 0.425911 -4.111832 0.048253
C: 1.726511 -4.360132 0.445253
C: 2.446711 -3.347832 1.065853
C: 1.864111 -2.095632 1.170253
N: 0.630411 -1.847132 0.777753
H: -5.263589 -0.663632 -0.008847
H: -3.991089 0.300368 -0.807847
H: -4.109689 0.284668 0.959953
H: -4.596189 -2.991732 0.875553
H: -2.270689 -4.399732 0.912153
H: -0.168989 -4.865732 -0.445647
H: 2.173911 -5.328832 0.273753
H: 3.440811 -3.522132 1.445053
H: 2.370211 -1.247932 1.609553

Forces on the atoms, in the same order (eV/Å):
Li 0.10 -0.29 -0.33
Cl -0.15 0.11 0.01
C 0.00 0.17 -0.16
C 0.03 0.07 -0.05
C 0.04 -0.11 0.10
C -0.32 0.27 0.17
O 0.29 -0.16 0.43
C -0.27 -0.28 0.44
C 0.28 0.39 -0.41
N -0.49 -0.19 0.74
C 0.16 0.79 -1.03
C -0.03 -0.37 0.48
C 0.33 -0.11 -0.36
C -0.15 0.16 -0.01
C -0.22 -0.09 0.33
C 0.04 -0.22 0.18
C 0.04 0.16 -0.23
C 0.00 -0.04 0.01
N -0.08 -0.51 0.56
C 0.17 0.64 -0.84
C -0.10 -0.18 0.12
H -0.05 -0.01 0.04
H 0.03 0.00 0.08
H 0.05 0.10 0.05
H -0.05 -0.01 0.09
H -0.01 0.12 -0.03
H -0.01 0.06 -0.06
H 0.07 0.03 -0.08
H 0.10 -0.05 -0.02
H 0.02 -0.08 0.04
H -0.04 0.03 -0.08
C -0.24 0.49 -0.04
N 0.80 -0.40 0.17
C 0.16 -0.64 0.10
C -0.45 -0.17 0.22
N -0.90 0.36 0.03
C -0.04 0.15 -0.55
S 0.35 0.49 -0.38
C 0.81 -0.26 0.06
C -0.25 0.31 -0.04
C 0.05 0.20 0.12
C 0.12 -0.07 -0.08
C 0.09 -0.42 0.07
N -0.43 -0.03 -0.12
H 0.01 -0.08 -0.03
H -0.06 -0.04 0.05
H 0.00 -0.02 -0.09
H -0.17 -0.02 0.08
H 0.01 -0.15 0.08
H -0.06 -0.04 0.03
H -0.01 -0.06 0.05
H 0.13 0.00 -0.02
H 0.31 -0.02 0.16

Properties
HOMO in eV: -6.75
Frontier orbital gap in Eh: 0.2406
E in eV: -59296.6463

=====

2.
A 2-piece molecular cluster, C24H41Br3N4O overall at a distorted geometry, computed with ωB97M-V with the def2-TZVPD basis set.

Element x y z (Å)
C: 4.357945 0.966742 1.879375
C: 3.391272 1.520959 2.306608
C: 2.281206 2.259836 2.910209
C: 1.059225 2.298460 1.951418
C: -0.255691 2.385158 2.713002
C: -1.517722 1.957955 1.950301
N: -2.589914 1.966295 2.946630
O: -1.225926 0.677628 1.421245
C: -2.301379 0.016815 0.775411
C: -1.851642 -1.387109 0.311248
C: -1.064747 -1.237248 -1.002244
C: 0.411291 -0.829394 -0.868848
C: 0.938137 -0.267518 -2.205624
C: 2.033241 0.802170 -2.030198
C: 3.451257 0.223789 -1.951603
N: 4.345991 0.913227 -2.899482
N: -1.105635 -2.048428 1.374186
C: -1.743627 -2.033719 2.676584
C: -3.184554 -2.333369 2.692540
C: -4.362844 -2.499774 2.622075
C: -0.465693 -3.251229 1.024450
Br: -1.604330 -4.887197 1.231820
C: 0.802428 -3.603792 1.847566
C: 1.756573 -4.443674 1.002694
Br: 1.792085 -1.987245 2.396059
C: -1.931898 2.926046 0.815429
Br: -2.139132 4.761005 1.446031
C: -1.041472 2.873150 -0.429967
C: -1.827453 2.856223 -1.756186
H: 5.149250 0.372044 1.487193
H: 2.021015 1.723630 3.823858
H: 2.605303 3.272932 3.136422
H: 1.190845 3.174841 1.314951
H: 1.114347 1.419343 1.317573
H: -0.410889 3.358115 3.166997
H: -0.191188 1.671040 3.541009
H: -2.565061 1.094036 3.467159
H: -3.497739 1.976312 2.491077
H: -3.190630 -0.055420 1.402473
H: -2.559455 0.561391 -0.135581
H: -2.789833 -1.904293 0.071558
H: -1.567657 -0.535460 -1.663610
H: -1.086613 -2.196453 -1.531397
H: 0.562214 -0.072054 -0.108759
H: 0.999432 -1.720210 -0.660877
H: 1.377310 -1.061035 -2.813893
H: 0.132704 0.175189 -2.792484
H: 2.016532 1.432710 -2.921011
H: 1.820831 1.448388 -1.177880
H: 3.827296 0.309805 -0.926949
H: 3.460178 -0.836199 -2.201769
H: 5.225505 0.417853 -2.971102
H: 4.550050 1.843018 -2.554964
H: -1.608598 -1.051958 3.135147
H: -1.255620 -2.735583 3.351893
H: -5.411835 -2.671777 2.714712
H: -0.176913 -3.257627 -0.016255
H: 0.548779 -4.083549 2.784444
H: 1.173769 -5.151516 0.415320
H: 2.478155 -4.951016 1.635849
H: 2.310427 -3.780900 0.341310
H: -2.940799 2.650981 0.511627
H: -0.418229 1.981762 -0.378305
H: -0.356130 3.716896 -0.398205
H: -1.751020 3.825709 -2.243265
H: -1.385319 2.132047 -2.437962
H: -2.871549 2.594262 -1.604291
C: -0.184682 -0.857891 -6.239616
C: -1.106537 -0.125731 -5.386854
N: -1.823019 0.452987 -4.703602
H: -0.494924 -1.896648 -6.338937
H: -0.146968 -0.416291 -7.233820
H: 0.820269 -0.839426 -5.819920

Forces on the atoms, in the same order (eV/Å):
C 0.41 -0.66 -0.41
C -0.17 0.72 0.44
C -0.29 -0.47 -0.65
C 0.43 0.47 0.28
C 0.19 -0.83 -0.06
C 0.01 1.13 0.80
N -0.18 -0.48 -0.50
O -0.25 -0.18 0.05
C 0.33 -0.24 -0.33
C -0.19 1.12 -0.29
C 0.65 -0.74 0.28
C -0.22 0.04 -1.15
C 0.30 0.48 0.30
C 0.03 -0.39 -0.58
C 0.29 0.44 0.31
N -0.18 -0.20 -0.02
N -0.21 -0.62 -0.50
C -0.10 0.19 0.60
C 0.71 0.12 -0.38
C -0.91 -0.14 0.43
C 0.77 0.41 0.76
Br -0.24 -0.30 -0.25
C 0.10 0.27 -0.24
C -0.23 0.24 0.27
Br -0.14 -0.04 0.03
C 0.05 -0.41 -0.35
Br -0.02 -0.01 0.00
C -0.05 -0.03 0.00
C 0.64 0.18 0.18
H 0.02 0.13 0.03
H -0.08 0.22 0.17
H 0.02 0.01 0.29
H -0.07 -0.05 -0.18
H -0.23 -0.15 0.01
H -0.06 0.14 -0.09
H -0.06 -0.01 0.06
H 0.17 0.12 0.19
H -0.01 0.12 0.05
H 0.05 0.07 0.20
H -0.27 0.00 -0.02
H -0.02 -0.21 0.09
H -0.27 0.09 0.12
H -0.10 0.04 -0.13
H -0.06 -0.17 0.35
H 0.21 0.16 0.54
H -0.19 -0.13 -0.13
H -0.18 -0.05 0.10
H 0.02 0.10 -0.01
H -0.04 -0.01 0.10
H -0.06 -0.14 0.09
H -0.11 -0.07 -0.10
H 0.07 0.07 0.05
H 0.06 0.04 -0.04
H 0.10 0.06 -0.10
H 0.19 -0.05 -0.14
H 0.12 0.00 -0.21
H -0.23 0.07 -0.11
H -0.08 -0.06 0.03
H 0.15 -0.22 0.03
H 0.00 -0.17 -0.03
H -0.02 -0.05 -0.19
H -0.09 0.05 0.09
H -0.07 -0.09 0.12
H 0.08 0.02 -0.10
H -0.31 0.06 -0.05
H -0.11 -0.06 -0.10
H -0.12 0.02 -0.09
C 0.20 -0.16 -0.19
C 0.02 0.01 0.02
N -0.06 0.02 0.06
H -0.07 0.02 0.05
H -0.06 0.06 0.02
H -0.03 0.06 0.08

Properties
HOMO in eV: -9.14
SMILES string: C#CCCC[C@](N)(OC[C@@H](CCCCCN)N(CC#C)[C@H](Br)[C@@H](C)Br)[C@@H](Br)CC.CC#N
Frontier orbital gap in Eh: 0.3561
E in eV: -243684.7551

=====

3.
A 2-piece molecular cluster, C2H4O3 overall at a distorted geometry, computed with ωB97M-V with the def2-TZVPD basis set.

Element x y z (Å)
C: 0.360641 0.362565 0.858406
C: -0.295982 -1.236656 -2.591590
O: -0.425467 1.482798 0.670681
O: -0.433723 -0.806448 0.834737
O: 0.146119 -0.257338 -2.930906
H: 1.218086 0.313522 0.024343
H: 0.778898 0.405190 1.936014
H: -1.420473 1.270541 0.693904
H: 0.071901 -1.534173 0.504411

Forces on the atoms, in the same order (eV/Å):
C 1.68 -0.66 0.77
C 0.14 0.29 -0.08
O -2.23 0.10 -0.43
O -0.60 0.75 -0.13
O -0.14 -0.28 0.10
H -1.73 0.24 1.82
H 0.01 0.16 -1.73
H 2.44 0.05 0.02
H 0.42 -0.63 -0.33

Properties
HOMO in eV: -10.09
Frontier orbital gap in Eh: 0.4028
E in eV: -8280.0798

=====

4.
A 2-piece molecular cluster, C10H15BF2NO5 overall at a distorted geometry, computed with ωB97M-V with the def2-TZVPD basis set.

Element x y z (Å)
C: 0.925237 -1.874472 -0.477232
C: -0.177749 -1.253532 0.371979
C: -0.866644 -0.062144 -0.349615
C: -0.320290 1.245082 0.230604
C: -2.366635 -0.172489 -0.210947
C: -3.305563 0.655171 -1.062629
C: -4.661639 0.162219 -0.451104
C: -4.304059 -0.185475 0.989587
O: -5.043577 -0.641650 1.853911
N: -2.953676 0.090510 1.114128
H: 1.658533 -1.103994 -0.692939
H: 1.392498 -2.699480 0.048042
H: 0.506323 -2.221020 -1.420658
H: -0.930396 -1.994677 0.646020
H: 0.275244 -0.903887 1.297210
H: -0.587249 -0.135891 -1.398526
H: -0.804913 2.123324 -0.190971
H: -0.454887 1.255874 1.308051
H: 0.744935 1.304149 0.025293
H: -2.624173 -1.219029 -0.440007
H: -3.274440 0.469471 -2.127104
H: -3.261909 1.702374 -0.776788
H: -5.480510 0.868527 -0.530684
H: -4.967793 -0.718684 -1.014085
H: -2.496556 -0.288719 1.929559
B: 6.012934 0.417753 0.087543
O: 5.028962 -0.147281 1.067021
C: 3.831673 0.319180 0.803863
O: 2.818133 0.060415 1.399793
C: 3.930082 1.252344 -0.409778
O: 3.005038 1.833596 -0.915645
O: 5.182103 1.294524 -0.799537
F: 6.597010 -0.598796 -0.649832
F: 6.973955 1.166704 0.745476

Forces on the atoms, in the same order (eV/Å):
C -0.51 0.26 0.09
C -0.01 0.22 -0.15
C 0.42 0.24 1.21
C 0.05 -0.15 -0.40
C -0.13 -0.46 -0.59
C -1.42 -0.11 0.98
C 0.47 0.01 -0.73
C -0.41 -0.10 0.65
O 0.67 0.63 -0.77
N -0.20 -0.46 0.20
H 0.25 -0.03 -0.03
H 0.22 -0.12 -0.03
H 0.05 -0.19 -0.13
H -0.02 -0.23 -0.04
H 0.01 0.06 0.15
H -0.30 0.09 -0.28
H -0.07 0.11 -0.08
H -0.04 0.08 0.16
H 0.14 0.13 0.06
H 0.21 -0.11 -0.24
H 0.29 0.15 -0.20
H 0.55 0.26 -0.44
H -0.08 0.17 0.22
H -0.15 -0.32 0.31
H 0.01 -0.11 0.08
B 0.48 -0.08 -0.03
O -0.19 0.12 -0.07
C 0.11 -0.34 0.41
O -0.15 0.02 0.01
C 0.16 0.28 -0.44
O -0.14 -0.01 0.02
O -0.21 -0.03 0.12
F -0.05 -0.03 -0.03
F -0.04 0.05 0.03

Properties
HOMO in eV: -6.67
Frontier orbital gap in Eh: 0.3469
E in eV: -28461.6939
Total charge: -1